Record 1
63
Properties=species:S:1:pos:R:3:mulliken_charge:R:1 method="wB97M-V/def2-TZVPD" relative_energy_kj_mol=168.7 total_charge=+2 homo_energy_ev=-12.45 lumo_energy_ev=-7.280
Zn -1.21886 0.84621 2.21859 -0.093
O -1.21276 5.18301 2.09249 -0.433
C -1.41836 3.92311 2.36839 -0.004
O -0.56376 3.13891 2.74139 -0.507
C -2.81846 3.45731 2.20279 0.936
C -3.90066 4.32751 2.23299 -0.588
C -5.18296 3.79681 2.23959 -0.629
C -5.33076 2.41281 2.22569 -0.765
C -4.19676 1.61131 2.17399 1.166
N -2.95936 2.12671 2.14859 -0.090
C -4.21646 0.11691 2.28349 0.474
O -5.27086 -0.56469 1.91379 -0.397
O -3.22436 -0.43579 2.71179 -0.465
H -0.30496 5.48511 2.27879 0.414
H -3.72836 5.39181 2.26469 0.488
H -6.04556 4.44331 2.29179 0.492
H -6.31826 1.97971 2.29259 0.284
H -6.02656 -0.05719 1.58019 0.335
C 3.37854 2.96271 0.09779 -0.972
N 2.47874 2.23011 0.94869 0.878
C 1.20644 1.91011 0.74069 -0.208
N 0.75694 1.19921 1.77259 0.352
C 1.83124 1.12291 2.60319 -0.577
N 2.87144 1.72791 2.11249 -0.946
C 3.80334 2.20101 -1.14351 0.911
C 4.69554 2.80771 -2.02411 -0.933
C 5.12064 2.14311 -3.16301 -0.647
C 4.65254 0.87401 -3.44881 -0.937
C 3.74264 0.27271 -2.58161 -0.294
C 3.32904 0.93441 -1.42681 -0.078
C 3.20164 -1.02379 -2.90661 0.521
N 3.55824 -1.78479 -3.89981 -0.464
N 2.78144 -2.84969 -3.89601 -0.457
C 1.95054 -2.73829 -2.90031 0.532
O 2.17164 -1.58379 -2.21881 -0.303
C 0.88294 -3.65029 -2.57101 -0.316
C 0.59854 -4.70439 -3.43721 -0.978
C -0.46256 -5.54369 -3.15381 -0.626
C -1.22896 -5.34499 -2.01731 -0.929
C -0.93516 -4.30689 -1.13641 1.002
C -1.79616 -4.15029 0.10289 -1.014
N -1.38706 -3.07189 0.96019 0.863
C -1.49656 -1.76389 0.76439 -0.134
N -0.95346 -1.11989 1.79689 0.347
C -0.52766 -2.12009 2.61429 -0.564
N -0.77166 -3.29349 2.11389 -0.935
C 0.12054 -3.46009 -1.41911 -0.113
H 4.25794 3.20001 0.70209 0.408
H 2.89824 3.89881 -0.20391 0.418
H 0.63444 2.18971 -0.12061 0.627
H 1.82864 0.63631 3.55799 0.456
H 5.06254 3.80131 -1.81871 0.487
H 5.81754 2.62011 -3.83321 0.424
H 4.96474 0.33931 -4.33061 0.563
H 2.64344 0.42631 -0.76511 0.827
H 1.20764 -4.83639 -4.31631 0.560
H -0.69686 -6.35559 -3.82341 0.425
H -2.05856 -6.00359 -1.81251 0.487
H -1.74376 -5.06239 0.70319 0.412
H -2.83646 -3.98989 -0.19661 0.434
H -1.94926 -1.30569 -0.09101 0.600
H -0.05186 -1.97019 3.56299 0.459
H 0.38654 -2.64689 -0.75981 0.813

Record 2
66
Properties=species:S:1:pos:R:3:mulliken_charge:R:1 method="wB97M-V/def2-TZVPD" total_charge=+1 homo_energy_ev=-10.74 lumo_energy_ev=-3.279
Bi 1.17514 -0.75793 0.49139 1.401
F -3.20969 -5.70563 -1.80294 -0.283
C -2.09411 -4.99556 -1.72251 0.456
C -2.15456 -3.61385 -1.65538 -0.213
F -3.32885 -2.98472 -1.66856 -0.282
C -0.98005 -2.89343 -1.57085 -0.266
F -1.05203 -1.54269 -1.52405 0.136
C 0.27434 -3.49007 -1.53653 0.748
S 1.75471 -2.55753 -1.47830 -0.567
C 0.30265 -4.88380 -1.59371 0.049
F 1.46664 -5.51882 -1.54131 -0.318
C -0.86000 -5.62908 -1.69082 0.205
F -0.80448 -6.95319 -1.73553 -0.272
N -1.39314 -0.97110 2.58181 -0.199
C -1.27170 -0.36110 3.91835 -0.957
C -0.62159 1.02567 3.86592 0.212
C 0.81049 0.97184 3.33267 0.100
O 1.74422 0.82643 4.10166 -0.623
O 0.93955 1.09433 2.03111 -0.259
H -2.02821 -0.40557 2.01971 -0.032
H -1.82661 -1.88618 2.66512 0.264
H -0.66940 -1.02378 4.54348 0.366
H -2.24906 -0.25203 4.39740 0.438
H -0.60171 1.42863 4.87681 0.478
H -1.21219 1.67247 3.22062 -0.366
N 2.64565 -2.25376 3.63183 -0.376
C 3.41230 -1.33874 3.00389 0.492
N 3.21448 -0.90243 1.78184 -0.120
C 4.24916 -0.08666 1.35616 -0.048
C 5.23644 0.09074 2.25867 -0.460
S 4.89998 -0.78568 3.69907 -0.202
C 4.15851 0.42450 0.00446 -0.486
C 5.08910 1.07563 -0.72469 -0.232
S 4.51412 1.36493 -2.32353 -0.144
C 3.02079 0.59270 -1.93016 0.094
N 2.97060 0.18372 -0.66917 0.324
N 1.99971 0.45138 -2.79614 -0.089
H 1.71214 -2.39598 3.28513 0.173
H 2.75075 -2.33198 4.62908 0.264
H 6.13644 0.67061 2.14702 0.430
H 6.08038 1.37806 -0.43456 0.452
H 2.15705 0.74945 -3.74644 0.278
H 1.51352 -0.44469 -2.71056 -0.010
Te 0.14693 1.86126 -0.32543 0.474
C -1.89835 1.68269 0.27700 0.978
C -2.75903 0.84202 -0.41862 -0.127
C -4.07818 0.70874 -0.01040 -0.833
C -4.53966 1.41439 1.09263 -0.625
C -3.68455 2.26952 1.77241 -0.498
C -2.36625 2.41458 1.36139 -0.910
C -0.44627 2.49030 -2.29991 0.665
C -0.93756 1.65150 -3.29239 -0.161
C -1.35966 2.18490 -4.50075 -0.725
C -1.28122 3.55261 -4.72418 -0.546
C -0.77809 4.38937 -3.73946 -0.617
C -0.36212 3.85905 -2.52637 -0.638
H -2.41328 0.30363 -1.28791 0.177
H -4.74064 0.04827 -0.55430 0.463
H -5.56748 1.30850 1.41271 0.426
H -4.04665 2.82942 2.62486 0.419
H -1.70947 3.11065 1.86803 0.595
H -0.99090 0.58276 -3.12291 0.280
H -1.75448 1.52956 -5.26638 0.443
H -1.61052 3.96580 -5.66811 0.402
H -0.71293 5.45541 -3.91154 0.426
H 0.01887 4.50997 -1.74779 0.375

Record 3
58
Properties=species:S:1:pos:R:3:mulliken_charge:R:1 method="wB97M-V/def2-TZVPD" relative_energy_kj_mol=0.0 total_charge=+1 homo_energy_ev=-10.56 lumo_energy_ev=-3.811
Zn -0.60236 0.70486 -0.75965 0.046
Br 5.22180 -3.99974 0.04504 -0.139
C 4.07746 -2.54626 -0.30517 0.015
C 4.46782 -1.57946 -1.21571 -0.800
C 3.63015 -0.50001 -1.46488 -0.254
C 2.40972 -0.40384 -0.81185 -0.218
C 2.01398 -1.39682 0.07558 0.137
C 2.85706 -2.46595 0.34452 -0.725
N 1.52619 0.71634 -0.99510 0.260
C 1.97100 1.89757 -1.10574 -0.055
C 1.02017 3.03782 -1.26244 0.290
C 1.44654 4.34395 -1.28260 -0.813
C 0.49680 5.34934 -1.44068 -0.250
C -0.83504 5.00650 -1.57627 -0.815
C -1.18854 3.66505 -1.52625 -0.106
N -0.27811 2.70521 -1.37056 0.040
H 5.41856 -1.66620 -1.72834 0.450
H 3.92184 0.24639 -2.19645 0.539
H 1.06205 -1.29808 0.59879 0.486
H 2.56509 -3.23387 1.05217 0.503
H 3.03963 2.11664 -1.05838 0.562
H 2.50217 4.57377 -1.16961 0.407
H 0.80055 6.39002 -1.45606 0.452
H -1.59899 5.76032 -1.71960 0.399
H -2.22076 3.34000 -1.60774 0.549
C -0.71976 0.73987 6.01326 -0.808
O -2.07721 0.84303 5.57270 -0.435
C -2.29997 0.80722 4.26229 1.047
C -3.65626 0.93858 3.88038 -1.106
C -3.96646 0.91371 2.56403 -1.111
C -2.98294 0.77460 1.53372 0.302
C -3.39801 0.78299 0.16364 1.177
C -4.83976 0.72461 -0.24366 -1.234
O -2.60777 0.83189 -0.82142 -0.463
C -1.60635 0.63306 1.94814 0.370
O -0.60540 0.45856 1.14123 -0.395
C -1.30815 0.64722 3.32419 -0.450
H -0.74611 0.83327 7.09073 0.243
H -0.11299 1.53968 5.59135 0.336
H -0.29413 -0.22552 5.74193 0.339
H -4.41254 1.05435 4.64903 0.458
H -5.00777 1.02664 2.29349 0.203
H -5.55151 0.67714 0.57106 0.392
H -4.96178 -0.16200 -0.86787 0.311
H -5.06131 1.58929 -0.87068 0.301
H -0.26918 0.52081 3.59821 0.441
Br -1.01856 -4.40671 -0.41604 -0.095
C 0.20519 -4.11867 -1.82223 0.047
C 1.17322 -5.08909 -2.04497 -0.394
C 2.12636 -4.90814 -3.03778 -0.609
C 2.12604 -3.75450 -3.80882 -0.626
C 1.15774 -2.78667 -3.60020 -0.474
C 0.20150 -2.97652 -2.61347 0.356
I -1.26965 -1.51584 -2.42392 0.224
H 1.17026 -5.98683 -1.43583 0.430
H 2.87309 -5.67524 -3.20382 0.424
H 2.87685 -3.60468 -4.57831 0.409
H 1.13852 -1.88964 -4.21333 0.427

Record 4
60
Properties=species:S:1:pos:R:3:lowdin_spin:R:1 method="wB97M-V/def2-TZVPD" relative_energy_kj_mol=0.0 total_charge=+1 homo_energy_ev="-10.68 / -10.92" multiplicity=2 lumo_energy_ev="-4.410 / -4.225"
Ru 0.30799 -0.66793 -0.91236 0.729
C 1.82982 0.08104 6.63470 0.000
C 1.00331 -0.28672 5.43522 0.001
C 1.11601 0.42155 4.23911 0.000
C 0.34777 0.08351 3.13925 0.002
C -0.54084 -0.98033 3.23102 0.002
C -0.66614 -1.70622 4.40633 0.001
C 0.10396 -1.34915 5.50033 0.000
S -1.53287 -1.41025 1.84303 0.012
O -2.28243 -0.25671 1.43472 0.003
O -2.19933 -2.64140 2.13478 0.006
N -0.40901 -1.64726 0.65038 0.030
C 0.73270 -2.42934 0.88279 0.003
C 0.94072 -3.53739 1.68309 0.000
C 2.20694 -4.09986 1.64496 -0.001
C 3.19153 -3.58076 0.80930 0.000
C 2.88414 -2.49274 0.01535 -0.002
N 1.68229 -1.92555 0.08203 -0.002
H 2.48212 0.92663 6.42500 0.000
H 2.44991 -0.75918 6.94957 0.000
H 1.18914 0.34539 7.47678 0.000
H 1.81223 1.24830 4.17206 0.000
H 0.44777 0.63560 2.20804 0.002
H -1.36258 -2.53198 4.45568 0.000
H 0.00562 -1.90726 6.42341 0.000
H 0.14179 -3.94200 2.28761 0.000
H 2.42392 -4.96135 2.26243 0.000
H 4.17797 -4.01750 0.76555 0.000
H 3.59424 -2.05824 -0.67536 0.000
O 1.08818 -1.01366 -2.64338 0.122
C 0.55283 -0.92749 -3.86330 -0.004
C 1.25692 -1.55206 -4.90018 0.019
C 0.79514 -1.50710 -6.19586 -0.005
C -0.39214 -0.84000 -6.49605 0.023
C -1.09143 -0.22220 -5.48432 -0.004
C -0.63449 -0.24120 -4.15971 0.020
C -1.40618 0.42958 -3.12486 -0.001
N -1.31789 0.26130 -1.80604 0.008
C -2.28738 1.05627 -1.22197 0.004
C -2.97202 1.69668 -2.19761 0.011
N -2.40235 1.29962 -3.38400 0.002
H 2.17137 -2.07125 -4.64698 0.001
H 1.35268 -2.00056 -6.98065 -0.001
H -0.76908 -0.81867 -7.50867 0.001
H -2.03024 0.26202 -5.72300 -0.001
H -2.43396 1.06041 -0.16116 0.000
H -3.80196 2.37810 -2.15772 0.001
H -2.67189 1.60895 -4.30120 0.000
Br 0.47199 3.50360 -3.63050 0.002
C -0.24428 3.75937 -1.90416 -0.001
C -1.25493 4.69836 -1.74596 0.000
C -1.84449 4.88451 -0.50463 -0.001
C -1.43573 4.13535 0.58850 0.000
C -0.42244 3.20258 0.44314 0.000
C 0.17121 3.02812 -0.79808 0.000
I 1.68308 1.59579 -0.95124 0.017
H -1.57524 5.27771 -2.60078 0.000
H -2.62966 5.62054 -0.39567 0.000
H -1.89883 4.27199 1.55597 0.000
H -0.10550 2.61043 1.29527 0.000